Computed, not measured: a cluster of 2 separate species, C9H9N3O2 in total at a distorted geometry, with wB97M-V/def2-TZVPD.

Computed properties:
Energy relative to the best compared isomer or geometry (same formula, charge and spin), kJ/mol: 306.2
M, g mol⁻¹: 191.2

Structure (ORCA input):
```
! RIJCOSX wB97M-V def2-TZVPD def2/J DEFGRID3
* xyz 0 1
O 6.3126 -0.3312 -0.5200
C 5.1735 0.0990 -0.1136
C 4.7882 1.2328 0.5818
C 3.4608 1.4006 0.7488
N 2.5126 0.5786 0.1447
C 2.7814 -0.7584 -0.2615
O 1.9985 -1.6204 -0.3073
N 4.1445 -0.8626 -0.2711
H 5.4906 1.9801 0.8472
H 3.0267 2.2383 1.0771
H 1.5141 0.9685 0.1341
H 4.5964 -1.7880 -0.3047
C -4.0742 0.6275 -0.2277
C -5.2020 1.0168 -1.0089
C -6.5137 0.4514 -0.5962
N -6.6172 -0.4699 0.2865
C -5.5379 -0.9230 0.8133
C -4.2344 -0.4621 0.6958
H -3.0862 1.1536 -0.1891
H -5.3533 1.8733 -1.6260
H -7.4405 0.9828 -0.9948
H -5.9285 -1.6422 1.6746
H -3.4360 -0.9836 1.0892
*
```

These are the Mulliken partial charges, in e, on atoms 1 to 2: -0.6578 0.4775

Computed, not measured: a cluster of 2 separate species, CH2NOP in total at a distorted geometry, with wB97M-V/def2-TZVPD.

Computed properties:
Energy relative to the best compared isomer or geometry (same formula, charge and spin), kJ/mol: 704.5
M, g mol⁻¹: 75.0

Structure (ORCA input):
```
! RIJCOSX wB97M-V def2-TZVPD def2/J DEFGRID3
* xyz 0 1
C -1.3244 0.5420 0.0968
N -0.1516 0.4175 0.0397
O -2.9113 -0.8041 -0.0554
P 1.5351 0.4262 0.0740
H 1.4391 -0.5053 1.0691
H 1.4130 -0.0763 -1.2243
*
```

These are the Mulliken partial charges, in e, on atoms 1 to 2: 0.2043 -0.0698